Entry 1:
Molecular formula: C15H16N2O3S
Method: DFT, ωB97M-V/def2-TZVPD

Geometry as XYZ:
```
37
Properties=species:S:1:pos:R:3:forces:R:3:mulliken_charge:R:1
C -5.906099 -0.416522 -1.186187 0.02 -0.03 0.00 -1.474
C -4.653584 -0.222190 -0.386342 0.08 0.01 0.07 0.708
C -4.542863 -0.770562 0.887095 -0.01 0.01 0.01 -0.532
C -3.387187 -0.592375 1.624141 -0.03 -0.03 -0.06 -0.860
C -2.318931 0.120837 1.108655 -0.04 0.01 -0.01 -0.400
C -2.417203 0.671521 -0.164035 -0.32 -0.44 0.63 0.780
N -1.349559 1.362804 -0.730756 0.81 0.55 0.03 -0.229
S -0.003266 1.989517 0.028773 -0.10 -0.07 -0.19 1.263
O 0.441142 3.063042 -0.810189 0.00 -0.22 -0.19 -0.706
O -0.265377 2.266059 1.409891 -0.13 -0.29 -0.15 -0.610
C 1.205688 0.671870 -0.057175 -0.43 0.37 0.00 0.375
C 0.855873 -0.662340 -0.089179 -0.07 -0.03 -0.02 -0.350
C 1.859098 -1.617098 -0.107114 0.03 0.13 0.03 -1.146
C 3.203822 -1.262170 -0.085736 -0.02 0.13 -0.01 0.786
C 4.262176 -2.316503 -0.084087 0.13 -0.08 -0.14 -1.504
C 3.539234 0.098195 -0.045595 -0.37 -0.03 -0.13 0.477
C 4.970290 0.550578 -0.059687 -0.15 0.10 0.13 0.102
N 5.235098 1.546997 0.815976 0.15 0.36 0.25 -0.391
O 5.819454 0.083220 -0.786323 0.15 -0.19 -0.19 -0.605
C 2.531141 1.055517 -0.038576 0.16 0.01 0.02 -0.585
C -3.586637 0.496280 -0.900677 0.17 0.08 0.01 -0.705
H -5.899068 0.199778 -2.081317 -0.06 0.02 -0.07 0.347
H -6.780928 -0.161236 -0.591082 -0.08 0.02 -0.02 0.369
H -6.001517 -1.459885 -1.486329 -0.06 -0.04 -0.06 0.306
H -5.368448 -1.331478 1.299219 -0.10 -0.06 0.05 0.405
H -3.311441 -1.013454 2.615562 0.01 -0.03 0.09 0.382
H -1.429640 0.281852 1.694529 0.02 -0.06 0.11 0.477
H -1.517758 1.794839 -1.624224 0.16 0.12 -0.10 0.260
H -0.182297 -0.953494 -0.106813 -0.10 -0.09 -0.03 0.402
H 1.592503 -2.663252 -0.138656 -0.01 -0.09 0.00 0.345
H 3.829544 -3.300945 -0.239195 -0.03 -0.07 0.04 0.395
H 4.794302 -2.312970 0.866679 0.08 -0.05 0.05 0.323
H 4.993069 -2.112023 -0.862687 0.03 -0.09 0.02 0.354
H 4.529052 1.937980 1.413242 0.04 -0.07 0.01 0.211
H 6.163988 1.934633 0.839135 -0.05 -0.03 -0.04 0.224
H 2.752854 2.111713 -0.052697 0.17 0.12 -0.02 0.568
H -3.656530 0.931274 -1.888225 -0.04 0.05 -0.13 0.238
```
Forces are in eV/Å.

Results
M = 304.371 g/mol
SMILES = Cc1cccc(NS(=O)(=O)c2ccc(C)c(C(N)=O)c2)c1
energy above the lowest of the compared OMol25 structures with the same formula, charge and spin = 24.3 kcal per mole
frontier orbital gap = 0.3368 Eh
HOMO = -8.7 eV

Entry 2:
Molecular formula: C18H30AsCaN6O7S
Method: DFT, ωB97M-V/def2-TZVPD

Geometry as XYZ:
```
64
Properties=species:S:1:pos:R:3:forces:R:3:mulliken_charge:R:1
Ca -0.073642 -0.287239 0.246023 0.17 0.55 0.26 1.550
N 2.075821 -0.015488 1.475988 -0.06 -0.34 0.08 -0.473
C 2.742394 -1.294075 1.154077 -0.09 -0.18 0.11 -0.098
C 1.770703 -2.459251 1.484000 -0.09 -0.10 -0.17 0.387
O 2.066779 -3.254971 2.389103 0.13 0.10 0.11 -0.796
N 0.671087 -2.429618 0.731956 -0.23 0.23 0.19 -0.564
C -0.466558 -3.218130 1.184245 0.11 -0.02 0.17 -0.584
C -1.717633 -2.368651 1.565230 0.30 0.12 0.18 0.187
O -2.826345 -2.887532 1.638058 0.05 -0.23 -0.13 -0.730
O -1.482906 -1.117413 1.813207 -0.02 -0.08 -0.04 -0.784
H 2.637344 0.793141 1.241528 0.00 -0.03 -0.09 0.156
H 1.864911 0.028219 2.467665 -0.03 0.09 -0.01 0.226
H 3.672162 -1.435122 1.710325 -0.01 -0.09 -0.01 0.394
H 2.951168 -1.309627 0.083022 0.02 0.05 -0.01 -0.113
H -0.205274 -3.775549 2.091838 -0.05 -0.06 -0.03 0.407
H -0.775266 -3.955465 0.436934 -0.06 0.02 0.00 0.279
O -0.827023 -1.024412 -1.857730 0.08 -0.04 0.04 0.247
C -2.093710 -1.639607 -1.889417 -0.02 0.02 -0.15 -0.756
C -3.077546 -0.834156 -1.069244 -0.05 -0.02 -0.05 0.684
C -4.379493 -1.303767 -0.919066 0.00 0.06 0.01 -0.771
C -5.271689 -0.556864 -0.179761 0.01 -0.01 0.00 -0.261
C -4.843098 0.639592 0.381689 0.02 0.00 -0.02 -0.865
C -3.528733 1.016016 0.189054 0.01 0.05 0.06 -0.187
N -2.657137 0.296990 -0.516922 0.15 -0.23 -0.02 -0.095
H -0.172137 -1.490756 -2.414027 -0.01 0.05 -0.07 -0.331
H -2.053111 -2.662287 -1.497439 -0.01 0.02 0.04 0.313
H -2.455625 -1.680605 -2.923371 -0.04 -0.06 0.03 0.462
H -4.665273 -2.253631 -1.351708 0.00 -0.01 0.00 0.385
H -6.284678 -0.906618 -0.026920 0.00 0.00 0.00 0.388
H -5.505900 1.256711 0.972985 -0.01 0.00 0.00 0.386
H -3.139502 1.930276 0.625753 0.00 -0.01 0.02 0.548
O 0.481721 1.599848 -2.902072 0.02 0.22 -0.25 -0.646
N 0.847712 1.397872 -1.761435 0.42 0.10 0.63 0.923
O 1.905617 0.739663 -1.504895 -0.46 -0.06 -0.40 -0.420
O 0.192818 1.817756 -0.767072 -0.12 0.24 -0.37 -0.744
C 4.364399 -1.437530 -5.261928 0.06 0.01 -0.01 -1.184
As 3.203474 -0.697648 -3.897362 -0.06 -0.41 -0.22 0.789
C 3.032491 1.106438 -4.545216 -0.05 0.00 0.00 -0.985
C 4.410684 -0.648964 -2.397235 -0.03 -0.05 0.06 -0.999
S 1.565679 -2.019108 -3.850861 0.10 0.22 0.07 -0.532
H 5.280262 -0.852037 -5.351702 0.01 -0.01 -0.02 0.397
H 3.822788 -1.437283 -6.205924 0.01 0.00 0.00 0.346
H 4.597144 -2.465146 -4.990289 0.01 0.00 0.00 0.349
H 4.033944 1.442181 -4.816708 0.00 0.03 0.02 0.414
H 2.583224 1.738335 -3.789730 -0.02 0.00 0.01 0.248
H 2.394083 1.084958 -5.426329 -0.01 0.01 0.01 0.316
H 5.378584 -0.306747 -2.764349 0.00 0.01 0.03 0.476
H 4.497228 -1.662915 -2.010446 0.01 0.01 0.01 0.310
H 4.029472 0.013549 -1.628456 -0.03 0.00 0.00 0.217
C -3.613535 1.822857 3.903812 -0.06 0.02 0.01 -1.184
C -2.170584 2.148285 3.706031 0.02 -0.03 0.01 0.683
C -1.415551 3.277277 3.967900 -0.03 -0.01 -0.03 -1.080
C -0.114369 2.952591 3.537239 -0.02 -0.03 0.00 0.565
N -0.072541 1.717321 3.056360 0.01 0.03 -0.02 -0.574
N -1.325860 1.251265 3.176121 -0.04 -0.03 -0.13 0.560
C 1.112767 3.804118 3.555612 0.05 0.06 0.00 -1.162
H -3.905825 1.943859 4.947705 0.00 0.00 0.00 0.368
H -3.813492 0.792030 3.610668 0.02 0.00 -0.01 0.293
H -4.252250 2.472450 3.302231 0.01 0.01 0.00 0.232
H -1.754770 4.204180 4.400267 0.00 0.00 0.01 0.375
H -1.546023 0.322154 2.795068 -0.05 -0.17 0.12 0.195
H 0.941259 4.719628 4.121928 -0.01 -0.01 0.00 0.337
H 1.409194 4.084499 2.543207 -0.02 -0.01 -0.01 0.230
H 1.950148 3.274184 4.010806 -0.01 -0.02 0.00 0.294
```
Forces are in eV/Å.

Results
M = 589.540 g/mol
energy above the lowest of the compared OMol25 structures with the same formula, charge and spin = 0.0 kcal per mole
total charge = -1
frontier orbital gap = 0.2668 Eh
HOMO = -4.7 eV

- Among the records above, which one has the lowest frontier orbital gap?
  C18H30AsCaN6O7S

- Number 2 is which compound?
  C18H30AsCaN6O7S

- Among the records above, which one has the lowest energy above the lowest of the compared OMol25 structures with the same formula, charge and spin?
  C18H30AsCaN6O7S

- M of number 1 (C15H16N2O3S)?
  304.371 g/mol